Version A
Density functional theory data (ωB97M-V/def2-TZVPD) for C6H11NO2 in the gas phase.

Geometry (Å):
C (-0.690, 0.012, 1.356)
C (-0.268, 1.548, -1.307)
C (-1.792, -0.870, 0.790)
C (1.044, 0.350, 0.818)
C (0.805, -0.657, -0.153)
C (0.837, 0.765, -0.654)
N (0.873, -1.909, -0.540)
O (2.067, 1.016, -1.310)
O (1.819, 0.691, 1.731)
H (2.725, 1.184, -0.619)
H (0.499, -2.208, -1.430)
H (1.316, -2.610, 0.037)
H (-0.361, -0.340, 2.331)
H (-0.995, 1.054, 1.420)
H (-0.291, 1.337, -2.380)
H (-0.072, 2.614, -1.182)
H (-1.246, 1.322, -0.889)
H (-2.661, -0.829, 1.455)
H (-2.123, -0.552, -0.200)
H (-1.488, -1.917, 0.724)

Computed properties:
Molecular weight in g/mol: 129.16
Orbital gap in eV: 8.52

Version B
Density functional theory data (ωB97M-V/def2-TZVPD) for C6H11NO2 as an isolated structure.

Geometry (Å):
C (-0.550, -1.746, 0.225)
C (1.699, 0.187, 0.802)
C (1.052, 1.374, -1.242)
N (1.031, 0.126, -0.486)
C (-0.057, -0.686, -0.657)
C (-1.631, -0.096, 0.298)
C (-1.705, 0.604, 1.419)
O (-1.181, -2.695, -0.298)
O (-0.452, -0.865, -1.929)
H (-0.919, -1.740, -1.883)
H (-0.202, -1.773, 1.262)
H (-2.437, -0.152, -0.427)
H (1.761, -0.804, 1.248)
H (1.201, 0.867, 1.503)
H (2.714, 0.554, 0.643)
H (0.461, 2.151, -0.740)
H (0.646, 1.205, -2.236)
H (2.084, 1.714, -1.335)
H (-2.581, 1.201, 1.655)
H (-0.935, 0.574, 2.179)

Computed properties:
Molecular weight in g/mol: 129.16
Orbital gap in eV: 9.21

Version C
Density functional theory data (ωB97M-V/def2-TZVPD) for C6H11NO2 as an isolated structure.

Geometry (Å):
C (0.053, -0.256, 0.043)
C (-1.326, 1.112, 0.036)
C (-0.411, -1.335, -0.911)
C (-2.365, 0.629, 1.019)
C (2.444, -0.899, 0.058)
C (1.044, 0.622, -0.391)
O (3.353, -0.314, 0.880)
N (1.520, 1.573, -0.975)
O (2.629, -1.999, -0.399)
H (4.089, -0.939, 1.033)
H (0.104, -0.512, 1.095)
H (0.960, 2.384, -1.214)
H (-0.920, 2.083, 0.318)
H (-1.682, 1.134, -0.993)
H (-1.416, -1.655, -0.643)
H (-0.430, -0.968, -1.936)
H (0.278, -2.176, -0.862)
H (-3.238, 1.289, 1.034)
H (-2.723, -0.372, 0.773)
H (-1.963, 0.601, 2.034)

Computed properties:
Molecular weight in g/mol: 129.16
Orbital gap in eV: 8.54

Quick one: least stable of them? version A

Version A
Density functional theory data (ωB97M-V/def2-TZVPD) for C6H11NO2 in the gas phase.

Geometry (Å):
C (1.303, -1.201, -0.382)
C (-0.253, 0.631, 1.861)
C (-1.470, 1.303, -0.154)
N (-0.386, 0.487, 0.404)
C (0.772, 0.232, -0.339)
C (-0.712, -2.411, -0.635)
C (1.423, 1.184, -1.029)
O (0.386, -2.186, 0.120)
O (-1.451, -3.370, -0.490)
H (-0.873, -1.644, -1.408)
H (2.203, -1.269, 0.237)
H (1.584, -1.479, -1.407)
H (0.492, -0.062, 2.266)
H (-1.207, 0.423, 2.357)
H (-2.405, 1.114, 0.384)
H (-1.237, 2.371, -0.087)
H (-1.643, 1.044, -1.205)
H (0.055, 1.653, 2.112)
H (2.322, 0.962, -1.594)
H (1.096, 2.218, -1.011)

Computed properties:
Molecular weight in g/mol: 129.16
SMILES: C=C(COC=O)N(C)C
Orbital gap in eV: 9.40

Version B
Density functional theory data (ωB97M-V/def2-TZVPD) for C6H11NO2 as an isolated structure.

Geometry (Å):
C (-0.980, 0.130, 0.000)
C (-0.986, 1.053, 1.210)
C (-0.829, 0.885, -1.318)
C (-0.221, -1.604, 0.599)
C (-0.728, -2.751, 0.629)
H (-1.937, -0.386, -0.045)
H (-1.803, 1.782, 1.152)
H (-0.789, 0.208, -2.174)
H (-0.066, 1.641, 1.286)
H (-1.105, 0.495, 2.140)
H (0.058, 1.525, -1.342)
H (-1.687, 1.552, -1.467)
H (-1.645, -3.230, 0.350)
C (1.511, -0.392, -0.067)
N (2.318, 0.640, 0.171)
O (1.634, -0.919, -1.284)
O (1.150, -1.137, 0.974)
H (0.985, -1.641, -1.367)
H (2.633, 1.241, -0.572)
H (2.488, 0.908, 1.125)

Computed properties:
Molecular weight in g/mol: 129.16
Orbital gap (spin up / spin down) in eV: 6.50 / 6.50

Quick one: least stable of them? version B